[1]
{
  "formula": "C27H26N2O2P2S2V",
  "method": "the ωB97M-V functional and the def2-TZVPD basis",
  "multiplicity": 4,
  "total_charge": 0,
  "lumo_energy_ev": [0.6, 0.3],
  "gap_ev": [7.3, 8.1],
  "total_energy_ha": -3727.58132,
  "e_homo_ev": [-6.65, -7.77],
  "s2": 3.774,
  "species": ["V", "S", "P", "C", "P", "S", "C", "C", "C", "C", "C", "C", "C", "C", "C", "C", "C", "C", "C", "C", "C", "C", "C", "C", "C", "C", "C", "C", "C", "C", "H", "H", "H", "H", "H", "H", "H", "H", "H", "H", "H", "H", "H", "H", "H", "H", "H", "H", "H", "H", "C", "O", "C", "O", "N", "N", "H", "H", "H", "H", "H", "H"],
  "xyz": [[-0.58023, 0.11100, -2.46158], [-1.53544, 2.15204, -1.58130], [-1.02044, 0.95227, 0.01352], [0.00662, -0.29244, -0.45815], [1.65152, -0.06700, -0.85356], [1.84139, 0.88875, -2.64781], [2.61251, 0.76716, 0.43389], [3.56734, 1.72109, 0.10337], [4.30925, 2.34377, 1.09901], [4.09330, 2.01459, 2.42849], [3.13932, 1.06066, 2.76437], [2.40508, 0.43638, 1.77109], [2.42966, -1.70411, -1.02506], [1.70608, -2.75062, -1.58738], [2.30088, -3.98283, -1.80804], [3.63076, -4.18759, -1.46068], [4.35640, -3.15121, -0.89275], [3.75930, -1.91645, -0.67987], [-0.41529, 2.00203, 1.35808], [0.35728, 3.12329, 1.07298], [0.92837, 3.85802, 2.10159], [0.71328, 3.48734, 3.42160], [-0.06736, 2.37676, 3.71232], [-0.62518, 1.63177, 2.68436], [-2.55880, 0.18859, 0.62782], [-3.78706, 0.82692, 0.48411], [-4.95169, 0.21939, 0.92850], [-4.90062, -1.03447, 1.52524], [-3.67730, -1.67176, 1.68580], [-2.51265, -1.06033, 1.24114], [3.71528, 1.98773, -0.93592], [5.04841, 3.08900, 0.83663], [4.66256, 2.50275, 3.20922], [2.96418, 0.81096, 3.80245], [1.65337, -0.29901, 2.03262], [0.66260, -2.62916, -1.85833], [1.72184, -4.78101, -2.25363], [4.09426, -5.15012, -1.63390], [5.39138, -3.30102, -0.61461], [4.34609, -1.12086, -0.23555], [0.52421, 3.40934, 0.04126], [1.53852, 4.72086, 1.87015], [1.15071, 4.06600, 4.22497], [-0.24058, 2.08895, 4.74143], [-1.22602, 0.76284, 2.92437], [-3.83668, 1.79138, -0.00636], [-5.90248, 0.72033, 0.80241], [-5.80976, -1.51211, 1.86638], [-3.63024, -2.64424, 2.15895], [-1.55378, -1.55257, 1.35980], [-3.39413, 0.67353, -4.43599], [-3.52731, -0.24056, -3.34632], [-2.46056, -0.97905, -3.03078], [-1.40305, -1.02432, -3.78118], [-2.80687, -1.99049, -2.16845], [-1.75604, -2.76389, -1.65880], [-4.40964, 0.95326, -4.70005], [-2.89743, 0.20168, -5.28085], [-2.83847, 1.55806, -4.11753], [-3.52600, -1.69545, -1.51324], [-2.10531, -3.68595, -1.44521], [-1.32533, -2.30991, -0.85498]]
}

[2]
{
  "formula": "C3H18N2O3",
  "method": "the ωB97M-V functional and the def2-TZVPD basis",
  "total_charge": 2,
  "lumo_energy_ev": -6.6,
  "gap_ev": 12.1,
  "total_energy_ha": -459.72440,
  "e_homo_ev": -18.67,
  "e_above_lowest_kj_mol": 110.4,
  "species": ["C", "C", "C", "N", "N", "H", "H", "H", "H", "H", "H", "H", "H", "H", "H", "H", "H", "H", "H", "O", "H", "H", "O", "H", "H", "O"],
  "xyz": [[1.38674, -0.34640, -1.56552], [-0.02227, -0.15913, -2.07064], [-0.69668, 1.13816, -1.49118], [-1.90828, 0.84475, -0.65927], [1.69726, -0.94185, -0.18277], [2.00180, 0.53500, -1.75607], [1.79572, -1.12462, -2.25160], [-0.57427, -1.12375, -2.11008], [0.19702, 0.02107, -3.12494], [0.15267, 1.62362, -0.99815], [-0.89748, 1.80695, -2.33288], [-2.18342, -0.12627, -0.78750], [-1.61314, 0.89195, 0.32850], [-2.66841, 1.50422, -0.77960], [1.08001, -1.75160, -0.12166], [1.39779, -0.25765, 0.54311], [2.63951, -1.32872, -0.05906], [-2.81589, -1.25904, 1.57943], [-3.07021, 0.08884, 2.23179], [-2.62062, -0.31692, 1.46950], [2.67797, -0.34702, 2.67560], [1.62597, -1.01183, 3.37886], [1.97991, -1.00092, 2.47038], [-0.47759, 0.45650, 1.91588], [0.68142, 1.25472, 2.24650], [0.23448, 0.92995, 1.45138]]
}